(1)
22
Properties=species:S:1:pos:R:3 method="wB97M-V/def2-TZVPD" homo_ev=-14.56 total_charge=+1 e_above_lowest_ev=0.241 largest_force_ev_per_a=0.71
N 2.42856 -0.47081 1.77052
C 2.02818 -0.78242 0.56658
N 2.81518 -0.97411 -0.45882
H 3.40294 -0.33509 1.99880
H 1.74843 -0.25967 2.48408
H 0.96378 -0.89468 0.40044
H 2.41739 -1.07530 -1.38039
H 3.81599 -0.84405 -0.39919
C -1.73936 2.13194 0.45052
C -1.00137 -1.20641 -1.37315
C -1.86505 -0.16917 -0.64779
C -1.04959 0.79092 0.22700
H -1.77891 2.69300 -0.47567
H -1.19984 2.72484 1.19109
H -2.73964 2.00501 0.86680
H -1.49363 -1.62140 -2.24849
H -0.74920 -2.05224 -0.73161
H -0.08808 -0.73083 -1.75780
H -2.60471 -0.68179 -0.03079
H -2.38902 0.43144 -1.39202
H -0.83152 0.31448 1.19398
H -0.09054 1.00636 -0.25411

=====

(2)
22
Properties=species:S:1:pos:R:3 method="wB97M-V/def2-TZVPD" homo_ev=-12.83 total_charge=+1 e_above_lowest_ev=1.481 largest_force_ev_per_a=0.46
N -2.92011 0.07576 -1.23300
C -1.55154 0.30863 -0.76394
C -1.57452 -0.38122 1.65840
C -1.52446 0.56476 0.72338
H -2.90483 0.05929 -2.24693
H -3.49814 0.87445 -0.98859
H -1.06763 1.15311 -1.27314
H -0.97557 -0.59433 -1.01207
H -1.62174 -0.11220 2.70555
H -1.55189 -1.43713 1.40475
H -1.49275 1.60929 1.01990
C 3.42480 0.41334 -0.25367
C 2.11506 -0.25930 -0.61493
N 1.37591 -0.65247 0.64465
H 3.95030 0.68418 -1.16659
H 3.25715 1.32319 0.32431
H 4.06539 -0.25006 0.32782
H 1.45280 0.40760 -1.16015
H 2.25846 -1.18023 -1.17512
H 1.95301 -1.23775 1.25002
H 0.50393 -1.13457 0.42838
H 1.07787 0.16022 1.18637

=====

(3)
22
Properties=species:S:1:pos:R:3 method="wB97M-V/def2-TZVPD" homo_ev=-13.13 total_charge=+1 e_above_lowest_ev=4.903 largest_force_ev_per_a=4.60
N 2.55332 2.63046 -0.39042
C -1.01578 -0.16542 -0.40754
C -0.78499 -1.55396 -0.78655
C 0.00671 -2.33203 0.43592
C -0.93038 -2.17861 1.63629
C -0.00640 0.98661 -0.16218
N -0.53627 2.19549 -0.78434
H 3.38749 3.14537 -0.76044
H 2.31224 3.06182 0.49287
H 1.78299 2.83056 -1.00131
H -2.00049 0.25621 -0.24046
H -1.67401 -2.04769 -1.15824
H -0.02918 -1.75398 -1.60912
H 0.45486 -3.39934 0.15070
H 0.91017 -1.66333 0.41489
H -0.47311 -2.34115 2.65949
H -1.05641 -1.09049 1.28907
H -1.86802 -2.75878 1.57459
H 0.98465 0.64194 -0.56647
H 0.17522 1.09939 0.87002
H -1.14061 1.74643 -1.51067
H -1.05200 2.69050 -0.14611

=====

(4)
22
Properties=species:S:1:pos:R:3 method="wB97M-V/def2-TZVPD" homo_ev=-14.15 total_charge=+1 e_above_lowest_ev=1.908 smiles=CCC[C@@H]([NH3+])CN largest_force_ev_per_a=3.58
C 1.26279 -2.20505 -1.12180
C 0.47431 -2.23187 0.22870
C 0.39446 -0.84073 0.83622
C 0.08442 0.41054 0.00618
N -1.28346 0.27918 -0.54395
C 0.12085 1.74348 0.72430
N -0.81884 2.69045 0.06840
H 0.59774 -1.76259 -1.95821
H 2.27312 -1.62320 -1.06575
H 1.49646 -3.21227 -1.43040
H 0.91693 -2.91360 1.00299
H -0.60093 -2.72277 0.18930
H 1.38957 -0.56722 1.24562
H -0.38861 -0.69434 1.57265
H 0.78149 0.47828 -0.81614
H -1.59477 -0.46236 -1.24222
H -1.56487 1.21062 -0.84923
H -2.02087 0.10351 0.20521
H 1.04832 2.33414 1.07849
H -0.29646 1.28520 1.70710
H -0.53007 2.85832 -0.92507
H -0.81192 3.64267 0.57298